{"formula": "C28H46F6OP2Pm", "method": "wB97M-V/def2-TZVPD", "elements": ["Pm", "C", "C", "C", "C", "C", "C", "H", "H", "H", "C", "H", "H", "H", "C", "H", "H", "H", "C", "H", "H", "H", "C", "H", "H", "H", "C", "C", "C", "C", "C", "C", "C", "C", "H", "H", "H", "H", "H", "H", "H", "H", "H", "H", "H", "H", "P", "P", "C", "C", "H", "H", "H", "H", "C", "H", "H", "H", "C", "H", "H", "H", "C", "H", "H", "H", "C", "H", "H", "H", "C", "C", "O", "C", "F", "F", "F", "C", "F", "F", "F", "H", "H", "H"], "coordinates": [[-0.1353, 0.1233, 2.4471], [1.2684, 0.5364, 4.6240], [2.2680, 1.0333, 3.7288], [0.5252, 2.5265, 3.7256], [0.2002, 1.4911, 4.6483], [1.8137, 2.2658, 3.1904], [1.2834, -0.8046, 5.2726], [1.9674, -1.4998, 4.7627], [0.2857, -1.2661, 5.3250], [1.6443, -0.7311, 6.3107], [-1.0886, 1.4045, 5.3888], [-1.1847, 0.4726, 5.9528], [-1.9568, 1.5135, 4.7192], [-1.1683, 2.2330, 6.1100], [-0.3602, 3.6710, 3.3611], [-0.4149, 4.4145, 4.1709], [-1.3923, 3.3406, 3.1732], [0.0187, 4.1890, 2.4744], [2.5835, 3.1630, 2.2828], [3.1735, 3.9132, 2.8389], [1.9085, 3.7175, 1.6160], [3.2894, 2.5961, 1.6633], [3.5775, 0.3939, 3.4383], [4.3846, 0.8060, 4.0704], [3.8805, 0.5600, 2.3958], [3.5600, -0.6881, 3.6165], [-0.2982, -1.8929, 0.6960], [0.7654, -2.0996, 1.5226], [2.2103, -2.1506, 1.1135], [2.5999, -1.2421, -0.0748], [2.1191, 0.1712, 0.0799], [0.9304, 0.6716, -0.3221], [-0.0985, -0.0667, -1.1471], [-0.3258, -1.5491, -0.7784], [2.4734, -3.1995, 0.8748], [2.2752, -1.7086, -1.0147], [2.8212, -1.8894, 1.9947], [0.3389, -2.2103, -1.3607], [-1.2892, -2.1808, 1.0601], [0.5921, -2.5111, 2.5327], [-1.3478, -1.7950, -1.1238], [-1.0541, 0.4789, -1.0695], [0.7022, 1.7401, -0.1491], [0.1646, -0.0418, -2.2212], [3.7040, -1.2171, -0.1023], [2.8646, 0.8473, 0.5127], [-0.7030, -0.2114, -5.2138], [-0.3617, 2.4497, -6.6827], [-0.7139, -0.3124, -7.0866], [-1.0701, 1.0433, -7.6987], [-1.4467, -1.0774, -7.3775], [0.2821, -0.6475, -7.4135], [-0.6893, 1.1366, -8.7250], [-2.1608, 1.1892, -7.7183], [-1.1564, 3.8185, -7.6154], [-0.7046, 4.7651, -7.2974], [-2.2265, 3.8402, -7.3801], [-1.0156, 3.6847, -8.6952], [1.2853, 2.5434, -7.5138], [1.1634, 2.5508, -8.6048], [1.9138, 1.6974, -7.2123], [1.7704, 3.4739, -7.1925], [-2.1511, -1.3002, -4.8806], [-2.1994, -1.5114, -3.8045], [-2.0604, -2.2397, -5.4418], [-3.0703, -0.7798, -5.1781], [0.6447, -1.4190, -4.8857], [1.6034, -0.9714, -5.1757], [0.4797, -2.3397, -5.4596], [0.6751, -1.6486, -3.8123], [-3.7309, -2.0907, 2.9843], [-2.4663, -2.1609, 3.8029], [-1.5354, -1.1834, 3.4067], [-2.8098, -2.0077, 5.3374], [-3.7187, -2.9230, 5.7828], [-1.6980, -2.1226, 6.1233], [-3.3400, -0.7738, 5.5887], [-1.8476, -3.6013, 3.6510], [-2.6199, -4.5826, 4.1955], [-1.6922, -3.9323, 2.3277], [-0.6118, -3.6906, 4.2162], [-4.1684, -1.0932, 3.0805], [-4.4527, -2.8538, 3.3052], [-3.4753, -2.2478, 1.9327]], "gap_ev": [5.42, 5.60], "e_lumo_ev": [-4.0824, -3.9052], "multiplicity": 5, "de_lowest_kcal_mol": 0.0, "charge": 1, "total_energy_ev": -83262.3305}

=====

{"formula": "C2FFeLi2O2", "method": "wB97M-V/def2-TZVPD", "elements": ["C", "O", "Fe", "F", "C", "O", "Li", "Li"], "coordinates": [[0.7995, 0.6938, -0.2401], [0.3118, 0.6885, -1.4517], [-1.1228, -1.0846, -1.0212], [-1.8364, -0.8192, 0.7273], [1.1053, 0.4211, 0.9181], [1.1208, 0.1738, 2.1851], [-0.8123, 0.0226, 1.9300], [0.4340, -0.0960, -3.0476]], "gap_ev": [5.86, 5.14], "e_lumo_ev": [-0.7308, -1.3670], "multiplicity": 6, "charge": 0, "total_energy_ev": -43681.8530}

=====

{"formula": "C5H11NO", "method": "wB97M-V/def2-TZVPD", "elements": ["C", "C", "C", "N", "C", "O", "C", "H", "H", "H", "H", "H", "H", "H", "H", "H", "H", "H"], "coordinates": [[-2.0741, 0.1161, -1.0050], [-2.1366, 1.0874, -0.0065], [-0.3922, 0.2763, 1.4536], [0.4923, -0.5150, 0.8209], [1.4170, 0.0503, -0.0995], [1.2680, 1.1948, -0.4594], [2.6752, -0.7290, -0.4269], [-2.9388, -0.5235, -1.1715], [-1.3971, 0.2472, -1.8309], [-0.6752, -1.3770, -0.7701], [-1.5459, 1.9951, -0.1009], [-3.0649, 1.2239, 0.5653], [-0.1364, 1.3199, 1.4759], [-0.9752, -0.1947, 2.2349], [0.4281, -1.5244, 0.8630], [2.8196, -0.7613, -1.5094], [2.7273, -1.7408, -0.0178], [3.5089, -0.1452, -0.0159]], "gap_ev": [7.65, 7.22], "e_lumo_ev": [0.1481, 0.0427], "de_lowest_kcal_mol": 131.5, "charge": 0, "total_energy_ev": -8895.9940}

=====

{"formula": "C14H8AuN3O2S", "method": "wB97M-V/def2-TZVPD", "elements": ["Au", "O", "C", "O", "C", "C", "C", "C", "C", "C", "S", "H", "H", "H", "H", "N", "C", "C", "C", "C", "N", "C", "C", "H", "H", "H", "H", "N", "C"], "coordinates": [[0.3076, 1.4203, -1.6340], [2.1862, -3.4150, -1.1636], [2.1475, -2.2492, -0.9064], [1.7048, -1.2859, -1.8535], [2.4937, -1.4919, 0.2616], [2.9925, -2.0805, 1.4306], [3.4081, -1.4500, 2.5656], [3.4341, -0.0505, 2.8343], [2.9673, 0.9675, 2.0412], [2.3174, 0.9926, 0.7907], [1.6005, 2.4721, 0.2894], [3.0591, -3.1597, 1.3727], [3.7738, -2.0919, 3.3588], [3.8605, 0.2470, 3.7828], [3.0515, 1.9624, 2.4609], [-6.6333, -0.2129, 0.0658], [-5.6244, 0.1167, -0.3709], [-4.3537, 0.5400, -0.9040], [-3.8414, 1.7871, -0.5707], [-2.6005, 2.1443, -1.0609], [-1.8716, 1.3372, -1.8425], [-2.3893, 0.1535, -2.1913], [-3.6228, -0.2836, -1.7468], [-4.3937, 2.4601, 0.0692], [-2.1608, 3.1027, -0.8223], [-1.7842, -0.4567, -2.8469], [-4.0007, -1.2508, -2.0454], [2.2044, -0.1641, -0.0402], [1.7674, -0.0608, -1.3242]], "gap_ev": [5.02, 5.58], "e_lumo_ev": [-1.2190, -2.1562], "multiplicity": 3, "charge": 0, "total_energy_ev": -37737.0023}

=====

{"formula": "C52H143N13O13", "method": "wB97M-V/def2-TZVPD", "elements": ["C", "C", "C", "O", "C", "N", "H", "H", "H", "H", "H", "H", "H", "H", "H", "H", "H", "C", "C", "C", "O", "C", "N", "H", "H", "H", "H", "H", "H", "H", "H", "H", "H", "H", "C", "C", "C", "O", "C", "N", "H", "H", "H", "H", "H", "H", "H", "H", "H", "H", "H", "C", "C", "C", "O", "C", "N", "H", "H", "H", "H", "H", "H", "H", "H", "H", "H", "H", "C", "C", "C", "O", "C", "N", "H", "H", "H", "H", "H", "H", "H", "H", "H", "H", "H", "C", "C", "C", "O", "C", "N", "H", "H", "H", "H", "H", "H", "H", "H", "H", "H", "H", "C", "C", "C", "O", "C", "N", "H", "H", "H", "H", "H", "H", "H", "H", "H", "H", "H", "C", "C", "C", "O", "C", "N", "H", "H", "H", "H", "H", "H", "H", "H", "H", "H", "H", "C", "C", "C", "O", "C", "N", "H", "H", "H", "H", "H", "H", "H", "H", "H", "H", "H", "C", "C", "C", "O", "C", "N", "H", "H", "H", "H", "H", "H", "H", "H", "H", "H", "H", "C", "C", "C", "O", "C", "N", "H", "H", "H", "H", "H", "H", "H", "H", "H", "H", "H", "C", "C", "C", "O", "C", "N", "H", "H", "H", "H", "H", "H", "H", "H", "H", "H", "H", "C", "C", "C", "O", "C", "N", "H", "H", "H", "H", "H", "H", "H", "H", "H", "H", "H"], "coordinates": [[0.3517, 1.9276, 1.4742], [-0.6366, 1.4934, 0.3720], [-0.1006, 0.1986, -0.2418], [0.9738, 0.4841, -1.1024], [1.3520, -0.5830, -1.9388], [-1.9116, 1.3550, 1.0915], [1.3431, 1.9511, 1.0020], [0.3920, 1.1655, 2.2502], [0.1862, 2.9410, 1.8373], [-0.7160, 2.2872, -0.3773], [-0.9495, -0.2732, -0.7533], [0.2594, -0.4821, 0.5361], [2.0124, -0.2914, -2.7508], [0.4397, -0.9205, -2.4608], [1.6440, -1.4733, -1.3739], [-2.5979, 0.8440, 0.5386], [-2.3014, 2.2841, 1.1763], [-0.1434, -1.8281, 7.5671], [0.6103, -1.2969, 6.3544], [-0.2579, -0.6134, 5.2910], [-0.9813, -1.6445, 4.6342], [-1.5937, -1.2300, 3.4447], [1.5156, -0.2563, 6.8547], [0.5249, -2.4106, 8.2049], [-0.9983, -2.4365, 7.2556], [-0.6077, -1.1040, 8.2415], [1.1485, -2.1281, 5.8870], [0.4062, -0.1306, 4.5679], [-0.9279, 0.0962, 5.7831], [-2.1087, -0.2720, 3.5515], [-2.3111, -1.9733, 3.0892], [-0.8774, -1.1422, 2.6185], [2.2486, -0.0309, 6.1494], [2.0457, -0.6363, 7.6353], [-4.3629, -4.1242, -0.0261], [-3.1832, -3.7292, 0.8432], [-2.3998, -4.9560, 1.2671], [-3.2766, -5.7708, 2.0373], [-2.9075, -7.1299, 2.1092], [-2.3298, -2.7599, 0.1483], [-4.0768, -4.8413, -0.8037], [-4.7838, -3.3050, -0.6137], [-5.2070, -4.5466, 0.5231], [-3.5521, -3.2974, 1.7768], [-1.5736, -4.6631, 1.9261], [-1.9659, -5.5711, 0.4693], [-3.5833, -7.6241, 2.8027], [-1.8817, -7.3498, 2.4206], [-3.0363, -7.5475, 1.1042], [-2.1511, -3.0534, -0.8085], [-2.8472, -1.8840, 0.0099], [7.3569, -0.3269, -5.3117], [6.6653, -0.7030, -4.0085], [6.0665, -2.0927, -4.0405], [5.1978, -2.3098, -2.9368], [4.2353, -3.2963, -3.2354], [7.6486, -0.6028, -2.9117], [8.1601, -1.0378, -5.5428], [7.8590, 0.6408, -5.3155], [6.6698, -0.3392, -6.1600], [5.9285, 0.0897, -3.8490], [6.8611, -2.8450, -3.9566], [5.5725, -2.2455, -5.0077], [3.4060, -3.2048, -2.5330], [4.6262, -4.3106, -3.0793], [3.8584, -3.2880, -4.2611], [8.5626, -0.7204, -3.3360], [7.5474, -1.3506, -2.2371], [3.2296, -0.5458, 2.9507], [3.9163, -1.0450, 4.2312], [5.4176, -1.3884, 4.0501], [6.0372, -1.8468, 5.2272], [5.5962, -3.1494, 5.6038], [3.8805, 0.0304, 5.2551], [3.4440, -1.2031, 2.1044], [3.5131, 0.4567, 2.6265], [2.1485, -0.5982, 3.0785], [3.3314, -1.8896, 4.5871], [5.9347, -0.4659, 3.7712], [5.6159, -2.0318, 3.1823], [6.2314, -3.4719, 6.4289], [5.6108, -3.8400, 4.7626], [4.6229, -3.0476, 6.0959], [4.5902, -0.2591, 5.9355], [4.3756, 0.8525, 4.9062], [0.7300, -3.2118, 1.3645], [1.5413, -4.1392, 2.2623], [2.9259, -4.4711, 1.7128], [2.8166, -5.2844, 0.5681], [4.0048, -5.4540, -0.1774], [1.6716, -3.4986, 3.5670], [1.1864, -2.2211, 1.4259], [-0.3180, -3.1140, 1.6433], [0.7361, -3.5837, 0.3388], [1.0260, -5.1034, 2.3703], [3.4814, -5.0431, 2.4642], [3.3844, -3.5044, 1.4710], [4.4617, -4.4986, -0.4354], [3.6619, -5.9462, -1.0904], [4.6642, -6.2095, 0.2591], [0.7823, -3.2238, 3.9729], [2.1144, -4.0683, 4.2802], [1.8530, 3.6096, 8.3816], [0.4724, 3.2532, 7.8370], [0.2639, 3.4592, 6.3478], [-1.1225, 3.6752, 6.0793], [-1.4205, 3.5724, 4.7115], [0.0832, 1.8948, 8.2421], [2.0625, 4.6688, 8.2048], [2.6814, 3.0142, 7.9964], [1.8071, 3.5486, 9.4691], [-0.1847, 3.9609, 8.3562], [0.7592, 2.6317, 5.8307], [0.7048, 4.4276, 6.0675], [-1.2533, 2.6118, 4.2170], [-0.9012, 4.3295, 4.1019], [-2.4560, 3.9193, 4.6470], [0.6896, 1.2239, 7.7409], [-0.8557, 1.7874, 7.8647], [0.0742, -1.1568, -6.2664], [-1.1418, -1.9998, -6.6850], [-1.6123, -2.9604, -5.6199], [-0.5212, -3.8623, -5.3553], [-0.9820, -4.9285, -4.5249], [-2.2788, -1.1375, -7.0346], [0.8946, -1.8753, -6.2859], [-0.1349, -0.8178, -5.2477], [0.3589, -0.2575, -6.8101], [-0.9206, -2.6758, -7.5197], [-2.4702, -3.5265, -5.9947], [-1.9075, -2.5037, -4.6696], [-1.8365, -5.4672, -4.9427], [-1.2277, -4.5074, -3.5471], [-0.1398, -5.6181, -4.4943], [-3.1220, -1.6927, -7.1921], [-2.1380, -0.8537, -8.0041], [-2.5121, 4.8419, 1.7329], [-3.7575, 5.2999, 0.9737], [-4.3143, 4.1837, 0.0637], [-3.3773, 3.4433, -0.6841], [-2.6095, 4.1952, -1.5907], [-4.8550, 5.6513, 1.8757], [-2.7985, 4.1257, 2.5169], [-2.0282, 5.6251, 2.3202], [-1.7593, 4.2628, 1.1944], [-3.5550, 6.1872, 0.3701], [-5.0574, 4.5885, -0.6368], [-4.8172, 3.4155, 0.6559], [-3.3063, 4.7400, -2.2396], [-1.8904, 3.6397, -2.1915], [-1.9663, 4.9106, -1.0625], [-4.5350, 6.3279, 2.5635], [-5.0496, 4.8207, 2.4482], [3.3512, 3.8697, -8.6214], [3.8018, 2.4843, -8.1588], [3.2561, 2.1441, -6.7576], [3.7651, 0.8428, -6.5004], [3.3603, 0.2634, -5.2909], [3.3619, 1.5131, -9.1493], [3.6989, 4.7058, -8.0097], [2.2666, 3.9593, -8.4977], [3.6772, 4.0694, -9.6399], [4.8933, 2.4249, -8.2119], [2.1659, 2.0383, -6.8061], [3.5857, 2.8639, -6.0055], [2.2697, 0.2347, -5.1805], [3.7993, 0.8441, -4.4706], [3.7016, -0.7627, -5.1549], [3.4005, 0.6096, -8.6795], [2.3720, 1.6636, -9.3406], [-2.7813, 0.7217, -3.0032], [-3.5536, -0.5941, -2.9772], [-4.6186, -0.5990, -1.8633], [-3.9554, -0.5268, -0.6233], [-4.8094, -0.2287, 0.4921], [-4.1786, -0.8861, -4.2790], [-1.8914, 0.6989, -3.6377], [-2.3055, 0.8902, -2.0298], [-3.4327, 1.5695, -3.2183], [-2.8131, -1.3931, -2.8601], [-5.2389, -1.4847, -2.0174], [-5.1937, 0.3228, -2.0077], [-5.7011, -0.8494, 0.4012], [-5.0254, 0.8399, 0.4409], [-4.2721, -0.4831, 1.4028], [-4.9962, -0.2841, -4.3406], [-3.5494, -0.6226, -5.0306], [0.5399, 2.6048, -3.8607], [1.7454, 3.2945, -3.2226], [1.8128, 4.7311, -3.7069], [2.0120, 4.6976, -5.1105], [2.4334, 5.9052, -5.6481], [1.6461, 3.1919, -1.7637], [-0.3879, 3.1470, -3.6785], [0.4097, 1.5644, -3.5473], [0.7096, 2.4625, -4.9307], [2.6291, 2.8072, -3.6557], [2.6249, 5.2559, -3.1876], [0.9047, 5.3017, -3.4826], [2.3539, 5.9406, -6.7369], [3.5013, 6.1302, -5.5093], [1.8992, 6.8028, -5.3145], [1.6429, 2.1988, -1.5081], [2.5067, 3.5815, -1.3853], [-4.5370, 1.3791, 3.8236], [-5.7674, 2.0447, 3.2243], [-7.0828, 1.3068, 3.3826], [-7.0274, 0.1225, 2.6044], [-8.2855, -0.5009, 2.5672], [-5.8106, 3.4293, 3.7135], [-4.5600, 1.2726, 4.9116], [-3.6539, 1.9555, 3.5507], [-4.4606, 0.3523, 3.4632], [-5.6560, 2.1926, 2.1445], [-7.8576, 2.0089, 3.0565], [-7.2321, 1.0347, 4.4343], [-8.6432, -0.7461, 3.5747], [-8.1732, -1.4448, 2.0318], [-9.0474, 0.1038, 2.0634], [-6.7681, 3.7862, 3.7345], [-5.6232, 3.4631, 4.7167]], "gap_ev": 8.74, "e_lumo_ev": 0.5483, "de_lowest_kcal_mol": 29.2, "charge": 0, "total_energy_ev": -102224.8397}

=====

{"formula": "C5H9CsO5", "method": "wB97M-V/def2-TZVPD", "elements": ["C", "C", "O", "Cs", "H", "H", "H", "H", "H", "C", "C", "O", "C", "O", "O", "O", "H", "H", "H", "H"], "coordinates": [[-3.6189, -1.3683, 0.3837], [-3.5796, -0.1845, -0.5827], [-2.3279, 0.0628, -1.1180], [0.2975, -0.5074, -3.4146], [-4.5769, -1.4003, 0.9251], [-3.4946, -2.3155, -0.1642], [-2.8119, -1.3062, 1.1311], [-3.9095, 0.7267, -0.0289], [-4.3764, -0.3289, -1.3451], [-0.9288, 2.1191, -0.1692], [-1.4505, 3.1383, -1.1712], [-0.7731, 4.3590, -0.8664], [-0.4846, 4.4478, 0.4492], [-0.5077, 3.2603, 1.0170], [-0.4793, 5.5101, 1.0276], [0.3065, 1.6084, -0.5848], [-1.4452, 1.5008, 0.5699], [-2.5296, 3.2878, -1.0690], [-1.2360, 2.8810, -2.2119], [0.7068, 1.0985, 0.1295]], "gap_ev": 5.44, "e_lumo_ev": -1.2265, "de_lowest_kcal_mol": 13.1, "charge": 0, "total_energy_ev": -16114.0313}